Entry 1:
C30H29MgN7O7S2 | wB97M-V/def2-TZVPD

Summary:
total charge: -2
energy relative to the best compared isomer or geometry (same formula, charge and spin): 0.0 kcal/mol
orbital gap: 5.28 eV
DFT total energy: -83466.2602 eV
largest force on an atom: 0.7 eV/Å

Structure (XYZ):
```
76
Properties=species:S:1:pos:R:3:forces:R:3
S -1.838 4.049 0.123 0.0 0.1 0.1
S 2.006 1.913 2.914 0.0 0.2 0.1
Mg 1.008 1.976 0.421 0.4 -0.6 -0.1
O 0.569 1.847 2.419 -0.1 0.0 -0.2
O 2.774 1.778 1.621 0.0 0.3 0.0
O -0.907 5.004 -0.428 0.0 0.0 0.0
O -3.198 4.083 -0.365 0.0 0.0 0.0
O 2.291 0.793 3.811 0.0 0.0 -0.1
O 1.916 -3.755 -4.889 0.1 0.0 0.0
O 2.250 3.217 3.533 0.0 -0.1 0.1
N 1.290 -4.675 -2.920 0.1 0.0 0.1
N -1.798 4.422 6.055 0.0 0.0 0.0
N -1.141 2.607 -0.038 0.0 0.1 0.0
N 1.666 -2.359 -3.118 0.1 0.1 0.0
N -2.950 1.425 0.970 0.0 -0.1 -0.1
N -0.927 0.397 0.229 0.0 0.0 0.0
N 1.812 -0.238 -0.166 -0.1 -0.1 -0.1
C 0.697 2.168 -3.280 0.0 0.0 0.0
C -1.878 4.307 1.871 -0.1 0.0 0.0
C -1.326 -0.756 0.719 0.0 0.0 0.0
C -3.059 4.163 2.581 0.0 0.0 0.0
C 1.732 0.595 -4.809 0.1 0.0 0.0
C 1.510 -0.749 -1.355 0.0 0.0 0.1
C -0.678 4.508 2.541 0.0 0.0 0.0
C -1.830 4.397 4.642 0.0 0.0 0.0
C 2.917 0.720 -4.079 -0.1 0.0 0.0
C 2.879 -2.286 0.392 0.0 0.0 0.0
C 0.630 1.347 -4.389 0.0 0.0 0.1
C -2.697 -5.053 1.179 0.0 0.0 0.0
C 1.931 3.072 -1.306 0.0 0.0 -0.1
C -0.708 -3.766 -1.802 0.0 0.0 0.0
C 1.884 2.297 -2.507 0.0 -0.1 0.0
C 0.318 -5.781 -1.015 0.0 0.0 0.0
C -0.651 4.551 3.920 0.0 0.0 0.0
C 1.919 -2.013 -1.767 0.0 0.0 0.0
C 1.646 -3.584 -3.708 -0.2 -0.1 -0.1
C -3.037 4.229 3.966 0.0 0.0 0.0
C -0.650 -5.891 -0.032 0.0 0.0 0.0
C 2.994 1.542 -2.970 0.0 0.0 0.1
C -1.658 -4.940 0.095 0.0 0.0 0.0
C -1.664 -3.880 -0.804 0.0 0.0 0.0
C 2.616 -2.803 -0.866 0.0 0.0 0.0
C -2.560 -0.908 1.337 0.0 0.0 0.0
C -1.732 1.474 0.389 -0.1 0.2 0.1
C 0.297 -4.719 -1.914 0.0 0.0 0.0
C -3.329 0.244 1.425 0.0 0.0 0.0
C 2.487 -0.991 0.701 0.0 0.1 0.1
H -0.304 1.278 -4.938 0.0 0.0 0.0
H -2.886 -1.848 1.758 0.0 0.0 0.0
H 1.423 -5.532 -3.431 0.0 0.0 0.0
H -4.306 0.215 1.903 0.0 0.0 0.0
H 3.796 0.158 -4.382 0.0 0.0 0.0
H -0.734 -2.923 -2.481 0.0 0.0 0.0
H 1.681 -0.027 -5.695 0.0 0.0 0.0
H 0.929 -0.127 -2.027 0.0 0.0 0.0
H 3.919 1.599 -2.407 0.0 0.0 0.0
H -3.312 -5.947 1.049 0.0 0.0 0.0
H -3.975 3.974 2.040 0.0 0.0 0.0
H -0.888 4.153 6.403 0.0 0.0 0.0
H 1.774 -1.585 -3.771 0.0 -0.1 0.0
H 0.252 4.587 1.994 0.0 0.0 0.0
H -2.425 -3.113 -0.721 0.0 0.0 0.0
H -2.501 3.821 6.459 0.0 0.0 0.0
H -3.359 -4.188 1.176 0.0 0.0 0.0
H 2.957 -3.792 -1.143 0.0 0.0 0.0
H -3.956 4.111 4.532 0.0 0.0 0.0
H 1.115 -6.513 -1.083 0.0 0.0 0.0
H -0.609 -6.722 0.664 0.0 0.0 0.0
H -0.183 2.714 -2.957 0.0 0.0 0.0
H -2.230 -5.114 2.164 0.0 0.0 0.0
H 0.308 4.610 4.420 0.0 0.0 0.0
H 1.266 3.936 -1.301 0.0 0.0 0.0
H -0.632 -1.588 0.620 0.0 0.0 0.0
H 2.709 -0.524 1.655 0.0 0.0 0.0
H 3.412 -2.875 1.126 0.0 0.0 0.0
H 2.939 3.285 -0.953 0.0 0.0 0.0
```
Forces are in eV/Å.

Entry 2:
C45H40BClKN13SSb | wB97M-V/def2-TZVPD

Summary:
energy relative to the best compared isomer or geometry (same formula, charge and spin): 51.4 kcal/mol
orbital gap (alpha / beta): 7.93 / 7.91 eV
DFT total energy: -113582.3284 eV
largest force on an atom: 2.4 eV/Å
2S+1: 2

Structure (XYZ):
```
103
Properties=species:S:1:pos:R:3:forces:R:3
Sb -2.872 0.748 -1.389 -0.9 0.2 -0.8
K 0.157 -0.300 0.724 -0.7 -0.3 0.5
Cl -0.563 -4.609 -2.492 0.1 -0.4 -0.5
S -2.560 0.986 0.824 -0.1 0.2 0.1
N 0.127 -1.780 4.161 0.8 -1.6 -1.3
N 3.443 -0.673 -0.152 0.6 0.1 -0.1
N 1.550 1.773 0.032 -0.4 -0.1 0.4
N 2.189 -0.237 -2.260 0.4 0.1 -0.5
N 2.631 1.689 -0.741 0.4 0.4 -0.1
N 2.518 -0.987 0.755 0.2 0.0 0.3
N 2.417 2.538 4.212 0.2 0.1 -0.2
N 1.486 0.532 3.464 -0.3 -0.6 -0.3
N 4.573 0.655 -1.884 0.3 0.2 0.4
N 0.246 -0.756 4.934 -0.5 1.7 1.7
N 4.969 0.444 -3.141 -0.1 -0.2 -0.8
N 0.935 -0.497 -1.867 -0.5 -0.1 0.4
N -0.037 -3.780 2.016 0.2 0.5 -0.1
C -0.931 -3.489 2.951 -0.2 -0.5 -0.1
C 0.636 1.100 7.070 0.1 0.1 -0.1
C 6.706 1.228 -1.965 -0.1 0.1 0.2
C -5.777 1.086 -2.440 0.1 -0.2 0.0
C 5.605 1.130 -1.149 0.3 0.1 0.0
C 3.097 2.920 -1.021 0.0 0.4 0.0
C -0.521 2.128 -4.842 -0.1 -0.1 -0.2
C 1.648 3.166 7.750 0.1 0.1 -0.1
C 4.524 -1.466 -0.004 0.1 -0.3 0.2
C 0.007 3.544 -2.982 0.1 0.1 -0.1
C -3.262 -1.852 -3.135 0.0 0.0 -0.3
C 1.207 -1.214 -3.971 0.0 0.0 -0.1
C 1.154 1.260 5.789 0.2 0.5 0.1
C 4.290 -2.314 1.056 0.1 0.0 -0.1
C 0.869 2.055 8.039 -0.1 -0.1 0.1
C 0.337 -1.087 -2.888 0.2 0.0 0.0
C -4.688 1.769 -1.920 0.4 -0.3 0.2
C -0.912 -2.142 3.538 -0.4 0.9 0.4
C -4.782 3.130 -1.676 0.2 0.1 0.1
C 0.165 3.209 -4.316 0.0 0.0 0.0
C 2.178 3.344 6.486 0.0 0.0 0.0
C -5.955 3.810 -1.955 0.0 0.1 0.0
C -0.828 2.792 -2.177 0.0 0.1 0.3
C 2.186 1.575 3.280 0.3 0.5 0.0
C -0.656 -3.611 -1.155 -0.1 0.2 0.3
C -6.950 1.767 -2.721 -0.1 0.0 -0.1
C 6.243 0.780 -3.209 -0.1 0.1 0.2
C -1.503 1.710 -2.706 -0.4 -0.3 0.4
C -4.306 -3.854 -2.312 0.0 0.0 0.0
C -1.841 -4.430 3.434 0.1 0.1 -0.1
C -0.798 -6.042 2.022 0.0 0.1 0.1
C -1.761 -5.729 2.969 0.0 0.0 -0.1
C -4.489 -3.253 -1.077 0.0 -0.1 0.0
C 3.009 -1.966 1.494 0.2 0.0 0.0
C -7.041 3.127 -2.479 -0.1 0.0 0.0
C -4.043 -1.959 -0.870 -0.1 0.2 0.3
C -1.366 1.380 -4.040 -0.1 -0.1 -0.2
C 0.019 -5.020 1.561 0.0 -0.4 0.0
C 0.932 0.300 4.712 -0.3 -0.8 -0.3
C 2.292 3.841 -0.387 0.1 0.1 0.0
C 2.383 -0.657 -3.520 -0.1 -0.2 -0.5
C -3.426 -1.260 -1.895 0.3 0.5 0.2
C 1.334 3.057 0.260 0.2 0.1 0.0
C 1.918 2.402 5.498 -0.3 -0.4 0.3
C -3.694 -3.153 -3.336 0.0 0.0 -0.1
B 3.205 0.357 -1.277 -0.5 -0.4 0.0
H 7.689 1.566 -1.707 0.1 0.1 0.1
H 6.780 0.694 -4.134 0.0 0.0 -0.2
H -4.176 -1.478 0.093 0.0 -0.1 0.0
H -3.935 3.659 -1.254 0.0 0.1 0.0
H -0.403 1.865 -5.883 0.0 0.0 -0.1
H 1.015 -1.649 -4.933 0.0 -0.1 -0.1
H -5.713 0.020 -2.624 0.0 0.0 0.0
H -2.801 -1.317 -3.953 0.0 0.0 0.0
H 3.335 -0.528 -3.993 0.0 0.0 -0.1
H 0.056 0.216 7.282 -0.1 -0.1 0.0
H 2.787 4.208 6.263 0.0 0.1 0.0
H -2.440 -6.483 3.343 0.0 -0.1 0.0
H 2.393 4.908 -0.392 0.0 0.2 0.0
H -2.564 -4.140 4.181 -0.1 0.0 0.1
H -3.551 -3.621 -4.299 0.0 0.0 -0.1
H -0.684 -1.414 -2.797 -0.1 0.0 0.0
H -4.979 -3.787 -0.276 0.0 0.0 0.1
H 2.430 -2.373 2.301 -0.2 -0.1 0.2
H -0.955 3.042 -1.132 0.1 0.0 0.0
H 0.819 3.794 -4.945 0.1 0.0 0.0
H -0.676 -7.049 1.656 0.0 -0.1 -0.1
H 2.939 3.367 3.972 0.0 -0.2 -0.1
H 4.950 -3.064 1.446 0.1 -0.1 0.0
H 3.952 3.083 -1.647 0.1 -0.1 -0.1
H 0.534 4.388 -2.567 0.1 0.0 0.0
H 0.437 1.940 9.022 0.0 0.0 0.1
H -1.823 -1.530 3.501 0.0 -0.1 0.1
H -6.025 4.870 -1.758 0.0 0.1 0.0
H -7.798 1.232 -3.124 0.0 0.0 0.0
H 0.759 -5.199 0.794 0.1 -0.1 -0.1
H -7.960 3.652 -2.695 0.0 0.0 0.0
H 5.485 1.357 -0.109 0.0 0.0 0.2
H 5.383 -1.395 -0.640 0.1 0.1 -0.2
H 2.632 1.717 2.310 0.1 0.2 -0.2
H -1.573 -3.603 -0.604 -0.3 0.0 0.1
H 0.519 3.373 0.883 -0.2 0.0 0.1
H -4.638 -4.868 -2.478 0.0 -0.1 0.0
H 1.846 3.903 8.514 0.0 0.1 0.1
H -1.907 0.548 -4.468 0.0 0.0 0.0
H 0.235 -3.121 -0.826 0.3 0.1 0.1
```
Forces are in eV/Å.

Entry 3:
C3H9INO2 | wB97M-V/def2-TZVPD

Summary:
total charge: +1
energy relative to the best compared isomer or geometry (same formula, charge and spin): 43.3 kcal/mol
orbital gap: 9.31 eV
DFT total energy: -16933.3406 eV
largest force on an atom: 6.4 eV/Å

Structure (XYZ):
```
16
Properties=species:S:1:pos:R:3:forces:R:3
I -0.548 -1.650 4.714 -0.4 0.0 0.0
O -1.766 -0.281 1.041 -1.8 -1.4 2.2
O -0.775 -2.135 0.199 -1.6 -0.7 2.2
N 1.453 0.233 -1.155 -4.5 -2.1 -4.0
C -1.045 -0.869 0.192 2.1 0.6 -2.6
C 0.170 0.673 -1.122 3.1 0.9 2.9
C -0.140 1.907 -0.324 -1.7 -0.1 -0.3
H 0.771 2.414 -0.048 0.2 0.1 0.4
H -0.782 1.640 0.563 0.8 0.7 -0.9
H -0.363 0.546 -1.982 -1.6 -1.0 -2.0
H -1.239 -2.656 0.970 1.0 0.9 -1.5
H -2.197 -0.904 1.728 0.6 1.0 -0.7
H 1.036 -1.674 4.562 0.3 0.0 -0.1
H 2.022 0.411 -0.387 1.5 -0.2 1.2
H 1.471 -0.594 -1.872 1.3 2.0 2.3
H -0.728 2.598 -1.005 0.6 -0.7 0.9
```
Forces are in eV/Å.

> Number 3 is which compound?

C3H9INO2